Formula: C28H29N3O6
Source: the Open Molecules 2025 dataset
Level of theory: ωB97M-V/def2-TZVPD

```
66
Properties=species:S:1:pos:R:3:forces:R:3
C 7.662 0.716 -1.928 -0.4401 0.1041 0.0663
C 6.248 1.260 -2.060 0.2564 0.0675 -0.2430
O 5.509 0.807 -0.944 0.0069 -0.0878 0.1608
C 4.203 1.173 -0.825 -0.2092 -0.0281 0.1167
C 3.537 0.704 0.309 0.2321 0.0934 -0.2863
C 2.209 0.998 0.529 -0.0630 -0.0275 0.0817
C 1.508 1.771 -0.393 0.3147 0.0051 -0.0369
C 2.172 2.250 -1.518 -0.2017 -0.0772 0.2518
C 3.506 1.958 -1.737 0.3210 -0.0882 -0.0549
H 3.983 2.343 -2.624 0.0702 0.0165 -0.0628
H 1.635 2.845 -2.243 -0.0590 0.0622 -0.0823
N 0.142 2.069 -0.270 0.0989 0.3444 -0.2594
C -0.752 1.564 0.618 -0.4873 0.5243 -0.0818
O -0.471 0.889 1.583 0.1587 -0.2497 0.1899
C -2.199 1.900 0.258 0.1404 -0.2132 0.0408
H -2.258 2.818 -0.326 -0.0263 0.0044 -0.0029
H -2.775 2.006 1.178 0.0882 0.0819 -0.0903
C -2.791 0.741 -0.577 0.0404 0.3447 -0.0642
N -2.988 -0.473 0.160 -0.1427 0.0922 0.0577
C -2.177 -1.471 -0.254 -0.0729 0.0410 -0.0528
O -2.117 -2.592 0.177 0.0997 -0.3358 0.1398
N -1.421 -0.962 -1.340 0.1156 -0.2585 0.0512
C -1.768 0.318 -1.633 -0.5431 0.2372 -0.1723
O -1.340 1.015 -2.524 -0.0183 0.0985 -0.0770
C -0.413 -1.712 -1.997 0.3501 -0.1386 -0.1930
C 0.790 -1.109 -2.327 -0.2743 -0.0688 0.1360
C 1.791 -1.835 -2.947 0.2378 -0.1921 -0.1639
C 1.597 -3.180 -3.240 -0.2039 0.0600 0.0996
C 0.379 -3.779 -2.908 0.2265 0.0091 -0.0981
C -0.619 -3.054 -2.296 0.0346 0.1039 -0.0376
H -1.550 -3.529 -2.032 -0.0641 -0.0392 0.0185
H 0.241 -4.822 -3.142 -0.0262 -0.1290 -0.0207
O 2.513 -3.988 -3.838 -0.2677 -0.1011 0.0783
C 3.771 -3.448 -4.166 0.1745 0.0788 -0.0491
H 3.682 -2.636 -4.896 0.0039 -0.0156 0.0392
H 4.337 -4.267 -4.607 0.0011 0.0927 0.0247
H 4.295 -3.082 -3.277 -0.0201 0.0039 -0.0298
H 2.717 -1.336 -3.183 0.1066 0.0231 -0.0394
H 0.956 -0.069 -2.101 0.0159 0.0732 0.0208
C -4.009 -0.662 1.169 0.0326 -0.1309 0.1020
C -3.669 -0.012 2.485 -0.2690 0.0553 0.0166
C -4.432 1.026 2.992 0.1144 -0.2943 -0.1194
C -4.114 1.628 4.199 0.0517 0.2558 0.3360
C -3.006 1.190 4.916 -0.0165 -0.0948 -0.1154
C -2.233 0.145 4.405 -0.0592 0.0844 0.1206
C -2.562 -0.448 3.208 -0.1608 0.1153 0.1171
H -1.958 -1.251 2.818 0.1288 -0.0979 -0.0522
H -1.374 -0.180 4.969 0.1285 -0.0463 0.0760
O -2.599 1.702 6.110 0.1551 -0.2536 -0.1864
C -3.339 2.752 6.681 -0.1274 0.1679 0.0833
H -2.839 2.991 7.618 -0.0702 0.0194 -0.0590
H -3.343 3.639 6.039 -0.0134 -0.0424 0.0162
H -4.371 2.450 6.890 0.0394 0.0179 -0.0246
H -4.735 2.431 4.563 -0.0200 0.0676 0.0747
H -5.297 1.377 2.445 -0.0785 0.0210 -0.0659
H -4.956 -0.269 0.781 0.0364 -0.0810 0.0542
H -4.096 -1.744 1.303 -0.0911 0.1428 -0.0810
H -3.727 1.074 -1.044 0.1659 -0.0684 -0.0550
H -0.233 2.564 -1.070 -0.0957 -0.1812 0.2120
H 1.707 0.623 1.404 -0.0108 -0.0130 0.0278
H 4.088 0.100 1.011 0.0625 -0.0819 0.0987
H 5.789 0.899 -2.991 -0.0097 0.0894 0.1041
H 6.266 2.359 -2.081 -0.0747 -0.1139 -0.0236
H 8.265 1.042 -2.771 0.0809 0.0225 -0.0787
H 7.641 -0.370 -1.903 0.0392 -0.1047 -0.0195
H 8.112 1.074 -1.007 0.0872 0.0332 0.0661
```
Forces are in eV/Å.

## Properties
- multiplicity = 1
- E_tot (eV) = -46263.32310
- ΔE to the lowest compared entry with this formula, charge and spin (kcal/mol) = 2.9
- highest occupied orbital energy (hartree) = -0.29371

Löwdin population analysis, charges in e, atoms 1 to 2: C -0.065; C -0.269


Formula: C28H30BrHgN6OS
Source: the Open Molecules 2025 dataset
Level of theory: ωB97M-V/def2-TZVPD

```
68
Properties=species:S:1:pos:R:3:forces:R:3
Hg 1.056 -1.687 -0.801 1.6587 1.9848 0.0650
C -1.655 4.581 3.679 0.8146 0.0156 -0.2331
C -1.876 3.642 2.455 -0.5033 -0.5525 0.6873
C -3.048 4.195 1.612 -0.2052 0.2888 0.3955
C -2.308 2.260 2.982 -0.3415 -0.9671 0.1001
C -0.615 3.497 1.630 0.2191 1.0081 -0.8379
C -0.203 4.655 0.898 0.7659 -1.3093 0.0080
C 0.861 4.576 -0.002 0.6047 -0.0341 -0.2356
C 1.437 3.322 -0.260 -0.3696 0.8333 0.5436
S 2.653 2.892 -1.422 0.3763 0.4714 -0.2143
C 2.584 1.240 -0.858 2.4680 -2.0277 -1.2771
N 1.686 1.006 0.062 -1.9506 0.5983 1.8887
C 1.055 2.182 0.470 0.2976 -0.8365 -0.7339
C 0.065 2.298 1.469 0.3364 0.6051 -0.8176
C 3.453 0.166 -1.433 -1.6878 3.5041 1.0362
C 4.702 0.518 -1.997 0.2503 0.9910 0.4180
C 5.344 -0.371 -2.797 -0.1656 -0.3531 -0.2252
C 4.703 -1.586 -3.112 0.7836 -0.1083 -0.5124
C 3.562 -1.987 -2.443 -0.0822 0.4068 0.2456
C 2.945 -1.112 -1.544 -0.4367 -1.9497 -0.5206
H -2.468 4.509 4.421 0.1727 0.1255 -0.4067
H -1.525 5.630 3.330 -0.2060 -0.5914 0.3363
H -0.702 4.296 4.182 -0.6581 0.1448 -0.2369
H -3.936 3.942 2.210 -0.1225 0.3458 -0.3516
H -3.163 3.733 0.618 0.2605 0.1095 0.3871
H -3.003 5.301 1.509 0.0139 -0.7074 -0.0916
H -3.301 2.249 3.507 0.8131 0.2631 -0.5079
H -1.578 1.850 3.679 0.1231 0.2561 0.3721
H -2.311 1.460 2.207 -0.3846 0.7601 0.1088
H -0.686 5.592 1.055 -0.3137 0.4871 0.1243
H 1.302 5.473 -0.493 -0.6860 -0.6899 0.3303
H -0.146 1.416 2.021 -0.3799 -0.5405 0.3654
H 5.119 1.520 -1.752 -0.2026 -0.8504 -0.2530
H 6.332 -0.160 -3.175 0.0689 0.1045 -0.2866
H 5.082 -2.167 -3.935 0.3042 -0.4146 0.0322
H 3.158 -2.974 -2.668 -0.0763 0.1163 0.1193
C -3.264 -0.662 -4.390 -0.9710 -0.0986 -0.4191
N -2.699 -0.995 -3.094 -0.5954 0.2868 0.4974
C -3.206 -0.533 -1.773 -0.4251 -0.5080 -0.4163
C -2.012 -0.924 -0.858 -0.2557 1.1306 1.3340
O -1.986 -0.822 0.377 -0.0632 -0.4777 -2.6171
N -0.976 -1.334 -1.674 -1.0070 -0.3344 -0.2813
C -1.412 -1.371 -2.954 -1.2705 0.7629 2.0365
N -0.703 -1.728 -3.985 1.3931 -0.8159 -1.5763
H -4.387 -0.580 -4.386 1.1976 -0.1397 0.4020
H -3.040 -1.451 -5.135 -0.1125 0.3161 0.4441
H -2.863 0.284 -4.760 -0.0181 0.0601 -0.0549
H -4.133 -1.065 -1.474 0.6219 -0.0128 -0.2085
H -3.504 0.533 -1.780 0.7131 -0.3397 0.1018
H 0.231 -2.105 -3.843 -0.2062 0.3409 0.0292
H -1.070 -1.726 -4.939 0.2643 0.0708 0.8848
Br 0.616 -2.181 6.164 0.3888 -0.2136 -0.0654
C 0.911 -2.426 4.310 1.1771 0.6174 -0.2301
C -0.182 -2.677 3.541 -1.5337 -0.7995 -1.8272
C -0.068 -2.566 2.118 0.5011 -0.2796 1.4725
N 1.100 -2.283 1.550 -0.5423 -0.5691 -0.0333
C 2.207 -2.187 2.303 -0.5961 0.8945 -0.1502
C 2.161 -2.194 3.682 -0.4305 0.2124 0.5401
H -1.146 -3.017 3.969 0.7090 0.6285 -0.2200
H -0.923 -2.696 1.448 0.2549 0.1512 0.4609
H 3.102 -1.902 1.756 0.0357 -0.2114 0.1213
H 3.056 -1.881 4.216 -0.3002 -0.3654 0.1307
C -0.233 -6.383 -0.927 0.2988 0.5345 0.3836
C 0.215 -4.970 -0.961 -0.0324 1.3734 -0.9979
N 0.580 -3.877 -1.131 -1.1949 -3.8386 0.3949
H -0.980 -6.565 -0.154 0.0049 0.2793 -0.0163
H 0.659 -6.923 -0.638 0.1365 -0.5243 -0.1039
H -0.626 -6.746 -1.884 0.2987 0.3810 0.1623
```
Forces are in eV/Å.

## Properties
- multiplicity = 2
- E_tot (eV) = -125560.47709
- ΔE to the lowest compared entry with this formula, charge and spin (kcal/mol) = 17.5
- highest occupied orbital energy (spin up / spin down) (hartree) = -0.09803 / -0.23534

Löwdin population analysis, charges in e, atoms 1 to 2: Hg 1.088; C -0.051


Formula: C28H30Cl45I2NO3Si
Source: the Open Molecules 2025 dataset
Level of theory: ωB97M-V/def2-TZVPD

```
110
Properties=species:S:1:pos:R:3:forces:R:3
C -0.389 3.712 -0.327 -0.2158 -0.1269 -0.7380
Si -1.608 3.189 -1.654 0.2720 0.2717 0.7222
C -2.497 4.736 -2.244 -0.0582 -0.1535 0.0955
C -2.847 1.985 -0.890 0.6050 0.4016 -0.5426
O -0.694 2.432 -2.829 -0.8024 0.1830 0.0000
C -1.410 1.794 -3.884 1.1459 -0.2615 -0.3461
C -0.890 2.286 -5.286 -0.3245 0.1452 0.9683
C 0.257 3.242 -5.118 0.0438 0.2003 -0.2909
C 1.569 2.786 -4.960 -0.1886 0.2402 0.0024
C 2.615 3.681 -4.754 -0.0814 -0.1010 -0.0571
I 4.569 2.981 -4.520 -0.1750 -0.0671 0.0181
C 2.307 5.029 -4.695 0.4553 0.7376 -0.0516
C 1.018 5.501 -4.875 -0.2192 -0.9676 -0.2013
C -0.014 4.607 -5.097 -0.0467 0.3358 0.0173
C 0.991 6.977 -4.755 0.1452 0.0140 -0.0274
O 0.077 7.730 -4.938 0.2600 -0.2432 0.1760
N 2.329 7.372 -4.359 -0.6874 0.2646 0.2978
I 2.175 8.094 -2.425 0.3747 0.1771 -0.2841
C 3.181 6.227 -4.452 0.3980 -0.6500 0.0216
O 4.378 6.255 -4.381 -0.3747 0.1963 0.2179
H 0.254 2.871 -0.077 0.0464 -0.0015 0.2786
H 0.232 4.530 -0.691 0.1051 0.0616 0.0321
H -0.959 4.062 0.531 0.1123 -0.0531 0.2151
H -2.053 5.219 -3.111 0.0356 -0.0175 -0.1065
H -2.445 5.461 -1.429 0.0271 0.0537 0.0773
H -3.558 4.566 -2.423 -0.0523 -0.0291 -0.1997
H -2.516 0.977 -1.133 -0.1705 -0.2007 0.1146
H -2.811 2.126 0.186 -0.1995 -0.0988 0.1433
H -3.849 2.161 -1.271 -0.1718 -0.1547 0.0901
H -2.489 1.929 -3.807 -0.0895 0.0612 0.0152
H -1.173 0.732 -3.806 -0.3461 0.0550 0.0489
H -1.708 2.814 -5.768 0.0138 -0.0741 -0.3255
H -0.591 1.421 -5.872 0.0013 -0.0289 -0.1801
H 1.735 1.718 -4.987 0.1796 -0.0489 0.0325
H -1.025 4.973 -5.213 -0.0632 -0.0213 -0.1036
C -2.015 -1.470 -6.015 -0.0336 -0.0653 0.0643
Cl -1.873 -2.641 -7.324 0.0041 0.0957 0.0854
Cl -3.373 -1.867 -4.964 0.1481 0.0995 -0.0932
Cl -0.511 -1.380 -5.091 0.0735 -0.1884 -0.0769
H -2.198 -0.496 -6.452 0.0133 0.0056 -0.0052
C -3.182 -0.962 4.571 -0.1100 0.0846 -0.0355
Cl -2.506 -1.950 3.274 0.0120 -0.0112 -0.0466
Cl -2.139 0.424 4.897 -0.0582 0.0439 -0.0068
Cl -4.825 -0.445 4.194 0.0568 -0.0197 -0.0013
H -3.208 -1.571 5.466 -0.1289 0.1072 -0.1594
C 5.382 -0.767 -1.897 0.0160 0.1366 -0.0989
Cl 3.620 -0.738 -1.924 -0.0002 -0.0133 -0.0097
Cl 6.046 -0.773 -3.534 -0.0374 -0.0007 -0.0268
Cl 6.018 0.595 -0.971 -0.0178 -0.0340 -0.0277
H 5.698 -1.681 -1.415 0.0008 -0.0229 0.0396
C -2.305 -1.169 8.493 0.0527 0.1888 -0.1220
Cl -1.674 -2.188 7.191 0.2124 -0.2885 0.2691
Cl -1.260 0.222 8.750 -0.1131 -0.1488 0.0330
Cl -3.956 -0.660 8.130 -0.0080 -0.0264 0.0070
H -2.322 -1.757 9.400 -0.0002 -0.0332 -0.0083
C -1.943 -3.679 -11.286 -0.0588 -0.0290 0.0268
Cl -1.501 -4.651 -9.879 -0.0076 -0.0184 -0.0996
Cl -2.961 -4.617 -12.384 0.0178 -0.0228 -0.0289
Cl -2.751 -2.187 -10.817 0.0199 -0.0207 -0.0062
H -1.034 -3.419 -11.811 0.0122 -0.0108 -0.0080
C -2.642 -8.395 -10.765 -0.0050 0.0053 0.0143
Cl -2.550 -9.560 -12.087 0.0010 0.0235 -0.0046
Cl -4.023 -8.736 -9.723 0.0018 0.0242 -0.0063
Cl -1.143 -8.378 -9.837 0.0156 -0.0164 0.0047
H -2.780 -7.410 -11.193 0.0033 0.0123 0.0052
C 1.128 -0.874 4.218 -0.0127 -0.0184 -0.0318
Cl 1.230 0.645 3.330 -0.0088 -0.0063 -0.0016
Cl 1.992 -2.156 3.364 0.0261 0.1307 -0.0963
Cl 1.741 -0.684 5.861 -0.0279 -0.0231 0.0040
H 0.085 -1.157 4.280 0.0011 0.0022 -0.0075
C -6.525 -4.392 -4.434 -0.0203 0.0341 -0.0752
Cl -8.265 -4.357 -4.714 0.0047 -0.0099 0.0221
Cl -5.649 -4.561 -5.954 0.0014 -0.0065 0.0279
Cl -6.007 -2.947 -3.556 -0.1440 -0.0807 0.0863
H -6.300 -5.252 -3.819 0.0074 -0.0006 0.0167
C -0.301 3.125 11.981 -0.0725 -0.1038 -0.0476
Cl 0.052 2.747 10.297 0.1007 -0.1678 0.1274
Cl -1.744 4.134 12.101 0.0240 0.0324 0.0050
Cl -0.485 1.653 12.937 0.0212 0.1493 -0.0304
H 0.535 3.684 12.382 0.0060 0.0054 0.0025
C 3.811 0.090 -7.215 0.0349 -0.0164 -0.0733
Cl 4.826 -1.344 -7.075 -0.0081 0.0131 0.0021
Cl 4.163 0.970 -8.701 -0.0082 0.0164 0.0196
Cl 2.101 -0.346 -7.131 0.0038 -0.0066 0.0284
H 4.031 0.744 -6.380 0.0099 -0.0035 0.0296
C 0.146 -5.885 3.886 -0.0109 -0.0431 0.0197
Cl 0.976 -7.086 4.872 -0.0112 0.0165 -0.0146
Cl -1.238 -6.605 3.063 0.0058 0.0321 -0.0379
Cl -0.366 -4.499 4.855 -0.0741 -0.0520 0.0524
H 0.837 -5.526 3.134 0.0226 0.0216 0.0168
C 1.153 6.374 7.982 0.0219 -0.0660 0.0218
Cl 0.662 5.428 6.576 -0.0036 0.0164 0.0019
Cl 0.289 5.838 9.423 -0.0028 0.3304 -0.1045
Cl 2.898 6.275 8.225 -0.0042 0.0226 0.0004
H 0.898 7.409 7.797 -0.0019 0.0098 -0.0065
C -0.775 -0.050 17.001 -0.0538 0.0875 -0.0317
Cl -0.557 -0.571 15.330 0.0152 -0.1541 0.0793
Cl -0.133 1.575 17.237 0.0116 -0.0161 0.0052
Cl -2.475 -0.126 17.465 0.0158 -0.0156 0.0064
H -0.222 -0.727 17.638 0.0094 -0.0096 0.0012
C 5.586 -3.932 0.951 -0.0084 0.0127 0.0248
Cl 6.097 -4.540 -0.625 -0.0227 -0.0167 -0.0005
Cl 6.081 -2.250 1.148 -0.0133 -0.0331 0.1310
Cl 3.845 -4.105 1.162 -0.0438 -0.0036 -0.0947
H 6.070 -4.522 1.718 0.0494 0.0151 -0.0054
C 4.388 -5.143 5.989 -0.1160 -0.0312 0.0665
Cl 4.911 -5.588 4.361 0.0099 -0.0102 -0.0236
Cl 2.870 -4.253 5.935 0.1855 -0.0245 0.0861
Cl 4.243 -6.580 7.002 0.0195 0.0117 0.0092
H 5.144 -4.502 6.422 0.0246 0.0028 -0.0191
```
Forces are in eV/Å.

## Properties
- multiplicity = 1
- E_tot (eV) = -624743.96150
- highest occupied orbital energy (hartree) = -0.34100

Löwdin population analysis, charges in e, atoms 1 to 2: C -0.153; Si 0.429


Question: Which of these has the lowest E_tot?
Answer: C28H30Cl45I2NO3Si